# 1
16
Properties=species:S:1:pos:R:3:forces:R:3 method="wB97M-V/def2-TZVPD" homo_energy_ev=-11.52 smiles=CC.CC largest_force_ev_per_a=1.89 orbital_gap_ha=0.4660 total_energy_ev=-4342.1662
C 0.78416 -1.94512 0.22879 0.156 -0.079 -1.330
C 0.18374 -2.00736 -1.19007 -0.267 -1.530 0.828
H 1.59723 -1.22208 0.18323 -0.227 0.410 0.544
H 0.00068 -1.70892 0.94922 0.437 -0.037 0.222
H 1.29242 -2.88888 0.41409 -0.282 -0.171 0.458
H -0.43905 -2.90416 -1.29651 -0.226 0.111 0.286
H 0.97063 -2.24236 -1.90002 0.070 0.884 -0.425
H -0.48106 -1.17518 -1.37015 0.336 0.434 -0.575
C -1.16305 1.65336 0.51222 0.619 -1.165 1.349
C 0.17016 2.37995 0.43880 -0.270 0.909 0.412
H -1.94640 2.19408 1.05052 -0.088 0.512 -0.903
H -1.38605 1.26192 -0.47190 -0.759 0.168 -0.081
H -1.10174 0.78718 1.20011 0.377 -0.029 -0.533
H 0.94663 1.83802 -0.08836 0.004 -0.287 -0.054
H 0.55263 2.65535 1.42735 -0.031 -0.165 -0.084
H 0.01907 3.32420 -0.08735 0.152 0.036 -0.112

---

# 2
16
Properties=species:S:1:pos:R:3:forces:R:3 method="wB97M-V/def2-TZVPD" homo_energy_ev=-11.25 smiles=CC.CC largest_force_ev_per_a=5.45 orbital_gap_ha=0.4572 total_energy_ev=-4341.5777
C -1.76964 -0.45182 0.67852 0.157 -0.076 -1.274
C -1.52156 0.80434 1.55150 1.353 -0.311 -2.297
H -2.42976 -0.15470 -0.15933 0.119 -0.530 0.411
H -0.92468 -1.00263 0.18848 -0.202 1.158 0.592
H -2.20717 -1.27266 1.25321 -0.492 0.413 0.031
H -0.55796 1.31555 1.45530 0.050 -0.335 -0.509
H -1.51718 0.45562 2.50313 -0.239 -0.582 3.213
H -2.24617 1.57405 1.42177 -0.846 0.297 -0.094
C 1.61188 -0.88535 -1.33499 -1.272 -0.746 0.344
C 1.79066 0.52901 -0.93514 -4.957 1.196 1.909
H 2.36646 -1.51416 -0.95603 1.114 -0.906 0.363
H 0.64950 -1.29787 -0.94085 0.777 0.376 -0.410
H 1.58559 -0.98217 -2.41225 0.017 -0.041 -0.275
H 0.77231 1.03234 -1.20195 2.029 -0.170 -0.219
H 2.61509 1.03076 -1.24430 2.314 1.406 -1.849
H 1.78261 0.81970 0.13293 0.079 -1.148 0.063